{
  "formula": "C49H33Cl3F9HfN2O2P2S2Se",
  "method": "ωB97M-V/def2-TZVPD",
  "charge": 1,
  "e_lumo_ev": -3.2,
  "multiplicity": 1,
  "gap_ev": 7.05,
  "species": ["Hf", "O", "S", "C", "C", "C", "C", "C", "C", "P", "C", "C", "C", "C", "C", "C", "C", "C", "C", "C", "C", "C", "C", "C", "C", "C", "C", "C", "P", "C", "C", "C", "C", "C", "C", "C", "C", "C", "C", "C", "C", "H", "H", "H", "H", "H", "H", "H", "H", "H", "H", "H", "H", "H", "H", "H", "H", "H", "H", "H", "H", "H", "H", "H", "H", "H", "H", "H", "H", "Cl", "C", "Cl", "Cl", "C", "N", "Se", "C", "N", "S", "C", "C", "C", "C", "C", "C", "H", "H", "H", "H", "H", "F", "C", "F", "F", "C", "O", "C", "F", "F", "F", "C", "F", "F", "F"],
  "xyz": [[0.23969, 0.69992, -1.08315], [-3.74814, 0.69822, -0.41476], [-2.56929, -0.15042, -0.15712], [-2.57320, -0.61765, 1.56165], [-3.76905, -1.16017, 2.00526], [-3.86891, -1.59745, 3.33463], [-2.78151, -1.42845, 4.18425], [-1.63069, -0.77651, 3.72798], [-1.51384, -0.36439, 2.41451], [-0.08579, 0.63144, 1.90779], [-0.47951, 2.34741, 2.46372], [0.54593, 3.29516, 2.55284], [0.30029, 4.56358, 3.02258], [-1.01238, 4.94823, 3.33875], [-2.04432, 4.02625, 3.23219], [-1.78962, 2.73910, 2.78686], [1.14469, 0.02754, 3.13768], [1.80734, -1.17730, 2.92410], [2.73851, -1.64451, 3.81848], [3.03681, -0.90502, 4.96488], [2.39023, 0.29800, 5.20429], [1.44196, 0.75207, 4.29126], [-2.90996, -1.77574, -0.86879], [-4.24679, -2.05145, -1.11681], [-4.60513, -3.32439, -1.55259], [-3.62639, -4.29176, -1.71914], [-2.29083, -3.98080, -1.53099], [-1.91014, -2.70604, -1.12416], [-0.15339, -2.26591, -1.00744], [0.68074, -2.95597, -2.49055], [1.00554, -2.11995, -3.54744], [1.58338, -2.62914, -4.70801], [1.91519, -3.96308, -4.78747], [1.63721, -4.80833, -3.71151], [0.98264, -4.32007, -2.60044], [0.55236, -3.27319, 0.31460], [1.93428, -3.52531, 0.29844], [2.50529, -4.30429, 1.29052], [1.72093, -4.84086, 2.30315], [0.35773, -4.58448, 2.32408], [-0.23217, -3.81525, 1.31759], [-4.60101, -1.29601, 1.31781], [-4.78931, -2.07803, 3.67852], [-2.82723, -1.78311, 5.21752], [-0.81693, -0.65658, 4.44122], [1.55595, 3.02612, 2.31551], [1.12103, 5.26617, 3.17775], [-1.21724, 5.95943, 3.70284], [-3.04864, 4.29014, 3.50343], [-2.61612, 2.00779, 2.78734], [1.55855, -1.74332, 2.02981], [3.27352, -2.55886, 3.59633], [3.78222, -1.27726, 5.67671], [2.61090, 0.87862, 6.09636], [0.94285, 1.70180, 4.47463], [-4.97543, -1.26622, -0.99941], [-5.64281, -3.54235, -1.76487], [-3.92643, -5.29903, -2.01248], [-1.56047, -4.76913, -1.64108], [0.79180, -1.06643, -3.46127], [1.79144, -1.94709, -5.52706], [2.34523, -4.33522, -5.70338], [1.90820, -5.84390, -3.80721], [0.79887, -4.99514, -1.78671], [2.56795, -3.16964, -0.49944], [3.57149, -4.47971, 1.29185], [2.16347, -5.41159, 3.10065], [-0.28920, -5.03619, 3.09820], [-1.30926, -3.62364, 1.28743], [4.08172, -1.27585, -2.73909], [4.58135, -0.59166, -1.20394], [5.22180, -1.92493, -0.19153], [5.78423, 0.61689, -1.48934], [3.32586, 0.03723, -0.49454], [2.17782, -0.05576, -0.93740], [3.72081, 0.92766, 1.30617], [4.47648, 2.51476, 0.74271], [4.89187, 3.56437, 0.46075], [1.39759, 2.76959, -0.58246], [0.67701, 4.37673, -0.67187], [1.50771, 5.39806, -1.14517], [1.07893, 6.71630, -1.11493], [-0.19237, 7.01232, -0.65989], [-1.03134, 5.99973, -0.20196], [-0.59209, 4.68506, -0.16428], [2.49545, 5.18508, -1.51764], [1.71594, 7.51491, -1.48575], [-0.53613, 8.03676, -0.64326], [-2.01362, 6.25497, 0.15420], [-1.21409, 3.88671, 0.23388], [-1.17758, -0.61591, -5.00097], [-1.78335, 0.24376, -4.17840], [-2.97564, 0.53867, -4.67040], [-1.97324, -0.38710, -3.00278], [-0.80140, 1.44090, -3.90748], [0.17742, 0.96468, -3.07760], [-0.17836, 1.94346, -5.23331], [0.53416, 3.04767, -5.05197], [-1.16862, 2.23728, -6.10145], [0.62705, 1.03396, -5.76406], [-1.50661, 2.59003, -3.13938], [-2.74944, 2.82464, -3.53079], [-1.60595, 2.14864, -1.80303], [-0.81640, 3.71970, -3.08568]]
}

{
  "formula": "C49H38BCdF17GeO2P4S5",
  "method": "ωB97M-V/def2-TZVPD",
  "charge": -2,
  "e_lumo_ev": 3.3,
  "multiplicity": 1,
  "e_above_lowest_kj_mol": 26.0,
  "gap_ev": 5.23,
  "species": ["Cd", "S", "S", "S", "S", "C", "P", "C", "C", "C", "P", "C", "C", "H", "H", "H", "H", "H", "H", "H", "H", "H", "H", "H", "H", "H", "H", "H", "H", "O", "P", "C", "P", "O", "C", "C", "C", "C", "C", "C", "C", "C", "C", "C", "C", "C", "C", "C", "C", "C", "C", "C", "C", "C", "C", "C", "C", "C", "H", "H", "H", "H", "H", "H", "H", "H", "H", "H", "H", "H", "H", "H", "H", "H", "H", "H", "H", "H", "H", "H", "F", "C", "C", "C", "F", "C", "F", "C", "F", "C", "F", "Ge", "S", "C", "C", "F", "C", "F", "C", "F", "C", "F", "C", "F", "C", "C", "F", "C", "F", "C", "F", "C", "F", "C", "F", "F", "B", "F"],
  "xyz": [[0.32841, 1.13163, 2.78135], [0.81526, 1.12272, 5.37301], [-0.31575, 2.75425, 5.82034], [0.20715, 4.24964, 4.48346], [-0.41414, 3.64162, 2.62676], [4.71744, -1.75924, 1.66280], [3.31318, -0.58348, 1.37024], [2.84589, -1.14382, -0.32736], [4.36407, 0.86653, 0.84923], [4.63638, 1.83390, 2.00996], [3.06195, 2.40658, 2.85153], [3.06098, 4.17709, 2.34610], [3.72705, 2.61359, 4.55392], [4.33691, -2.68690, 2.08462], [5.41182, -1.31089, 2.37542], [5.23778, -1.97561, 0.72747], [3.59726, -0.84915, -1.06332], [1.89291, -0.68690, -0.57686], [2.71942, -2.22498, -0.33123], [3.80573, 1.38456, 0.07001], [5.30150, 0.48441, 0.43007], [5.18235, 2.71430, 1.65478], [5.24711, 1.33517, 2.76880], [4.04413, 4.63610, 2.48126], [2.32637, 4.69438, 2.95886], [2.74799, 4.25581, 1.30586], [4.63201, 3.22918, 4.54788], [3.93200, 1.63056, 4.97697], [2.96057, 3.08884, 5.16279], [-1.38227, 1.18810, 0.70396], [-1.96437, 2.09939, -0.29570], [-0.82574, 3.42293, -0.87861], [0.83062, 2.78145, -1.31910], [1.49734, 2.10567, -0.19222], [1.72864, 4.23832, -1.94383], [3.09335, 4.31031, -1.68183], [3.84305, 5.37231, -2.16129], [3.23767, 6.36700, -2.91613], [1.87988, 6.29015, -3.19383], [1.12570, 5.23364, -2.70981], [0.64117, 1.71445, -2.78154], [0.84955, 2.15786, -4.08455], [0.69978, 1.27541, -5.14416], [0.36229, -0.04948, -4.90478], [0.15997, -0.49570, -3.60704], [0.29596, 0.38561, -2.54665], [-3.35661, 3.07699, 0.33338], [-4.04367, 3.99865, -0.45095], [-5.04282, 4.77530, 0.11119], [-5.36560, 4.62410, 1.45384], [-4.69600, 3.69132, 2.23131], [-3.68749, 2.91993, 1.67411], [-2.59703, 1.17353, -1.72479], [-2.75373, -0.18969, -1.48135], [-3.23268, -1.02697, -2.47583], [-3.56727, -0.49892, -3.71431], [-3.42003, 0.86092, -3.95816], [-2.93632, 1.69949, -2.96632], [-0.64184, 4.02926, 0.01836], [-1.27505, 4.01992, -1.67110], [3.55290, 3.53036, -1.08684], [4.90324, 5.42739, -1.95121], [3.81972, 7.20136, -3.28609], [1.40927, 7.05752, -3.79574], [0.06595, 5.19215, -2.92870], [1.15330, 3.18009, -4.26735], [0.85516, 1.62062, -6.15919], [0.26915, -0.74472, -5.72966], [-0.10451, -1.52644, -3.41076], [0.14869, 0.04859, -1.52802], [-3.80432, 4.10273, -1.50318], [-5.56351, 5.50982, -0.49133], [-6.13545, 5.24502, 1.89532], [-4.94955, 3.57149, 3.27595], [-3.13925, 2.20293, 2.27136], [-2.46951, -0.59086, -0.51490], [-3.32437, -2.08733, -2.28167], [-3.93232, -1.15051, -4.49874], [-3.67728, 1.26409, -4.93038], [-2.81073, 2.75596, -3.17525], [1.70514, -5.63653, 0.65420], [1.33606, -5.31321, -0.59960], [0.27702, -4.45192, -0.82637], [-0.01100, -4.23864, -2.16467], [-1.04377, -3.41641, -2.48588], [0.68297, -4.80870, -3.21465], [0.35054, -4.55962, -4.49745], [1.74271, -5.65040, -2.93684], [2.44291, -6.21518, -3.93503], [2.07011, -5.90158, -1.61827], [3.10339, -6.72068, -1.34817], [-0.86556, -3.10271, 0.42693], [-0.85771, -1.14181, 2.86831], [-2.55442, -4.33384, 0.06779], [-3.77854, -3.69296, 0.01945], [-3.81102, -2.34508, 0.06773], [-4.98700, -4.35876, -0.08827], [-6.15503, -3.69535, -0.14900], [-4.98662, -5.73888, -0.15051], [-6.14666, -6.40840, -0.25254], [-3.78718, -6.42415, -0.11483], [-3.79066, -7.76789, -0.18879], [-2.60335, -5.71499, -0.00617], [-1.47247, -6.44127, 0.05394], [-0.42231, -4.15218, 2.17467], [0.86528, -3.91813, 2.62323], [1.64170, -3.10758, 1.88183], [1.40378, -4.47910, 3.75970], [2.68414, -4.27089, 4.11137], [0.60919, -5.30821, 4.53070], [1.10600, -5.89905, 5.62878], [-0.69963, -5.52934, 4.15641], [-1.47240, -6.33164, 4.91141], [-1.19582, -4.94170, 3.00180], [-2.49663, -5.16715, 2.73086], [-2.51634, 0.68729, 4.02922], [-2.34821, -0.57621, 3.56777], [-3.46536, -1.31855, 3.71032]]
}

Question: Number 1 is which compound?
Answer: C49H33Cl3F9HfN2O2P2S2Se

Question: Which value of multiplicity does entry 2 give?
Answer: 1